The following is a quantum chemistry calculation of C32H58Br28NO5P2S as an isolated structure, from the Open Molecules 2025 dataset.

Calculated values
Electronic energy ... -74838.03674 Eh
HOMO energy ... -0.4121 Ha
F_max ... 0.013 hartree/bohr
Net charge ... +1
Orbital gap ... 8.44 eV
E_LUMO ... -0.1020 hartree

Last column: Mulliken charge in e.
Geometry (Å):
H  -0.923  -5.176  1.110  0.47
Br  -10.091  -0.967  -0.186  -0.01
C  -2.295  -5.057  -7.409  -0.30
H  -2.803  -4.623  -0.371  0.58
C  4.283  -0.452  -1.437  -0.24
H  7.585  -1.229  1.067  0.28
C  2.826  -0.286  -1.873  -1.34
Br  -6.646  8.456  1.298  -0.03
C  6.645  -0.915  1.531  -0.43
H  -6.000  1.316  -3.851  0.37
Br  -1.798  3.947  -1.268  -0.01
Br  5.806  -2.558  -4.386  0.01
H  4.934  -4.541  5.372  0.37
C  5.245  -3.852  4.601  -0.35
H  -3.170  0.391  -0.945  -0.05
C  -3.010  -2.147  -1.672  -0.79
H  -5.329  13.905  4.323  0.32
H  -5.074  1.594  2.584  0.11
H  -4.192  2.458  3.879  0.57
Br  -3.832  -4.169  -6.659  0.00
C  -4.535  -1.885  0.511  -0.87
H  -5.133  4.160  2.535  0.35
H  7.624  -0.860  3.450  0.18
Br  10.227  0.043  -7.217  -0.01
Br  4.538  -4.504  2.930  -0.02
C  -0.618  -5.151  3.742  -0.66
O  -0.853  -3.187  -0.744  -0.12
H  3.673  -0.186  0.621  0.21
Br  -6.151  14.787  6.477  -0.02
C  10.867  1.850  -7.043  -0.30
O  -6.071  0.695  -1.462  -0.58
H  8.392  1.308  3.416  0.36
C  -4.091  1.981  2.899  -0.62
H  2.395  -2.185  -0.907  0.17
Br  -9.207  -2.543  2.440  0.00
C  -2.895  -3.747  0.275  -1.70
H  -2.174  -3.881  3.007  0.11
H  -8.066  -2.289  0.270  0.21
Br  9.504  0.920  -0.897  -0.02
H  -0.237  5.819  -0.843  0.38
Br  7.215  3.059  -1.443  -0.04
H  0.408  -4.998  4.067  0.37
Br  -5.899  11.789  5.459  0.00
P  -5.369  -0.120  -2.464  0.87
H  2.477  0.708  -1.571  0.32
H  2.786  -0.297  -2.965  0.53
C  7.537  1.181  2.753  -1.04
H  0.991  -2.997  -2.471  0.35
H  -4.319  4.654  1.041  0.17
H  -2.453  -4.379  5.105  0.11
H  -4.644  -1.255  2.505  0.68
H  4.819  0.441  -1.767  0.45
H  6.087  -1.836  1.729  0.01
C  -4.685  3.798  1.604  -0.64
C  4.500  -0.646  0.072  -0.42
Br  11.774  2.440  -8.628  -0.03
H  -3.861  0.615  0.932  0.32
Br  -2.324  7.073  -1.173  0.01
H  5.650  0.937  0.961  0.35
O  -3.635  2.890  1.917  -0.14
H  7.859  1.388  1.731  0.15
C  -1.508  -3.206  0.507  1.24
Br  11.962  2.055  -5.477  0.00
H  -3.129  -2.037  2.204  -0.22
Br  7.162  -3.825  4.586  -0.02
H  -6.810  -1.646  -2.911  0.37
H  0.336  -3.973  1.258  0.47
H  -4.467  -3.340  -0.871  0.52
Br  -1.530  -4.005  -3.241  -0.05
H  4.677  -1.315  -1.980  -0.19
O  -5.879  -1.633  -2.633  -0.52
Br  -2.617  -5.606  -9.218  -0.03
H  6.801  1.946  3.005  0.31
Br  -3.303  13.602  5.700  0.00
H  -5.463  3.301  1.010  0.18
S  -1.590  -5.386  5.274  -0.22
O  -5.447  0.520  -3.916  -0.47
H  -3.233  0.209  3.794  0.48
Br  -3.731  7.632  2.255  0.05
C  6.940  -0.237  2.871  0.03
Br  4.510  -2.128  5.039  -0.02
H  -5.354  -2.530  0.840  0.33
H  6.462  0.108  -0.353  -0.08
H  9.519  2.936  -2.324  0.37
C  8.770  2.177  -2.153  -0.37
C  0.913  -1.910  -2.457  -0.58
H  -0.914  -1.155  -3.320  0.66
C  5.848  -0.049  0.536  0.00
C  -1.089  -3.970  2.894  -0.14
H  -5.025  -1.067  -0.014  0.08
C  -1.248  5.636  -0.510  -0.38
C  -3.098  0.832  2.907  -1.19
C  -8.622  -1.590  0.879  -0.29
C  -3.847  -1.346  1.762  0.07
H  -2.235  -0.045  1.109  -0.15
H  -0.647  -3.048  3.278  0.35
H  4.925  -4.824  -4.832  0.37
H  -0.610  -0.651  -1.632  0.50
C  -5.190  13.574  5.342  -0.31
H  10.000  2.481  -6.911  0.32
C  -5.150  8.922  2.414  -0.29
Br  3.997  -4.438  -2.572  -0.03
C  -0.730  -4.142  1.416  -1.67
P  -3.230  -0.353  -2.131  -0.02
Br  -1.726  -6.530  -6.311  -0.02
H  1.276  -1.550  -3.417  0.52
H  -2.100  1.272  2.964  0.43
Br  -7.424  -0.150  1.328  0.11
N  -3.749  -2.750  -0.455  0.28
H  -1.488  -4.339  -7.425  0.34
H  -5.497  8.904  3.438  0.27
C  -0.566  -1.486  -2.345  -1.51
C  -3.212  0.038  1.597  0.09
Br  8.405  1.345  -3.845  0.05
H  -0.692  -6.079  3.178  0.41
Br  2.941  -3.477  -5.416  -0.03
C  4.486  -3.951  -4.370  -0.36
C  1.839  -1.356  -1.350  -0.24
C  -1.480  -2.590  -1.837  0.39
H  -3.514  -2.600  -2.522  0.77
H  -1.520  -2.201  0.944  -0.04
H  6.007  -0.202  3.437  -0.03
Br  -1.181  5.523  1.416  -0.08
Br  -4.524  10.699  2.055  0.00
H  1.244  -0.935  -0.534  0.34
H  -3.406  -4.034  1.192  0.58
H  4.490  -1.717  0.288  0.28

The following is a quantum chemistry calculation of one molecule with the formula C5H14N2O, from the Open Molecules 2025 dataset.

Calculated values
Electronic energy ... -383.63126 Eh
HOMO energy ... -0.3349 Ha
F_max ... 0.043 hartree/bohr
Net charge ... 0
Orbital gap ... 10.03 eV
SMILES ... CCCC(N)(N)CO
E_LUMO ... 0.0339 hartree

Last column: Mulliken charge in e.
Geometry (Å):
H  3.191  1.434  -0.629  0.40
H  2.634  -0.109  -0.023  0.27
H  2.014  0.523  -1.572  0.24
H  -0.006  -2.332  0.888  0.29
N  0.236  -1.352  1.010  -0.80
H  -0.782  1.476  -0.577  0.39
H  -0.436  -0.478  -1.936  0.24
H  -2.686  0.563  1.405  0.35
C  -0.224  0.951  0.213  -0.85
C  -2.069  -0.874  0.257  -1.07
H  1.543  1.655  1.234  0.26
H  1.146  2.533  -0.219  0.35
C  -0.530  -0.562  0.075  1.41
H  -2.472  -1.363  -0.638  0.33
C  2.309  0.788  -0.554  -1.17
O  -2.886  0.267  0.498  -0.54
C  1.211  1.518  0.197  -0.45
H  -2.237  -1.579  1.081  0.32
H  1.204  -1.304  0.699  0.27
H  -0.661  1.306  1.157  0.22
H  -0.443  -1.993  -1.370  0.28
N  -0.056  -1.069  -1.195  -0.74

The following is a quantum chemistry calculation of C26H27N9PtS as an isolated structure, from the Open Molecules 2025 dataset.

Calculated values
Electronic energy ... -2015.83135 Eh
HOMO energy (spin up / spin down) ... -0.6925 / -0.7167 Ha
F_max ... 0.008 hartree/bohr
Net charge ... +4
Orbital gap (spin up / spin down) ... 8.18 / 6.29 eV
E_LUMO (spin up / spin down) ... -0.3920 / -0.4855 hartree
Multiplicity ... 5

Last column: Mulliken charge in e.
Geometry (Å):
N  -1.873  -3.663  0.821  0.13
C  -0.979  1.987  -3.538  -1.00
C  3.870  -1.066  -1.617  0.31
C  -7.581  -5.586  2.871  -0.40
N  -0.574  1.418  1.406  -0.23
H  -6.685  -7.474  3.346  0.46
H  -0.683  -0.097  -3.111  0.48
C  -6.520  -6.509  2.887  -0.68
N  -0.493  -2.042  0.332  -0.68
S  2.394  -0.233  -2.137  -0.29
C  -0.318  -2.384  1.672  -0.81
C  -0.493  2.260  -0.851  0.45
C  5.069  -2.381  -0.196  0.82
C  -0.548  4.707  -1.048  -0.71
Pt  0.834  -0.762  -0.671  0.88
C  6.199  -2.258  -1.005  -0.76
H  -1.065  4.128  -3.636  0.49
H  4.848  -0.385  -3.289  0.33
C  6.135  -1.510  -2.162  0.73
H  -1.319  -3.928  2.897  0.52
C  -7.455  -4.286  2.277  -0.49
H  8.050  -2.008  -2.940  0.39
H  -0.056  3.858  2.185  0.38
C  -0.662  3.410  -1.637  0.94
H  -2.574  -5.572  1.263  0.42
H  -3.013  -2.525  -1.567  0.32
C  -0.712  0.904  -2.700  0.02
H  -1.869  -3.797  -2.021  0.47
H  -1.387  -2.109  -2.136  0.07
N  -4.637  -2.976  0.707  -0.11
H  6.929  -1.345  -4.144  0.42
C  5.104  -3.171  1.061  -1.28
N  -5.816  -2.831  1.078  -0.65
H  -2.924  -4.995  -0.375  0.29
H  7.124  -2.749  -0.738  0.48
N  3.906  -1.767  -0.523  -0.18
C  -5.171  -4.899  1.746  1.35
H  -8.283  -3.587  2.254  0.49
H  5.692  -2.630  1.807  0.33
H  -0.964  0.558  1.049  0.14
C  -2.868  -4.706  0.673  -0.77
C  -6.241  -3.980  1.735  0.23
C  -0.197  3.746  1.116  -0.76
H  5.603  -4.127  0.904  0.41
N  4.938  -0.930  -2.437  0.01
N  -0.452  1.018  -1.398  -0.30
C  -0.917  3.255  -3.013  -0.59
C  -0.396  2.441  0.586  0.82
H  0.425  -1.915  2.294  0.55
H  -4.485  -6.912  2.345  0.42
H  -0.661  5.575  -1.686  0.47
H  -0.561  1.565  2.407  0.28
H  7.678  -0.284  -2.947  0.35
C  -1.445  -2.831  -0.158  1.21
C  -0.270  4.856  0.308  -0.80
H  -1.191  1.815  -4.584  0.46
C  -1.963  -2.819  -1.548  -1.29
C  -5.301  -6.202  2.336  -0.61
C  7.258  -1.281  -3.106  -1.38
H  -0.156  5.841  0.740  0.45
H  -8.521  -5.874  3.326  0.45
N  -4.180  -4.266  1.123  0.49
C  -1.168  -3.383  1.981  -0.21
H  4.102  -3.328  1.448  0.30

The following is a quantum chemistry calculation of one molecule with the formula C22H30FN3O7S, from the Open Molecules 2025 dataset.

Calculated values
Electronic energy ... -2045.36698 Eh
HOMO energy ... -0.3367 Ha
F_max ... 0.023 hartree/bohr
Net charge ... 0
Orbital gap ... 9.86 eV
SMILES ... CCOC(=O)N1CCC(NC(=O)c2cc(S(=O)(=O)N3CCC4(CC3)OCCO4)ccc2F)CC1
E_LUMO ... 0.0255 hartree

Last column: Mulliken charge in e.
Geometry (Å):
H  4.709  -2.019  -1.153  0.44
C  4.631  0.143  -0.929  -1.04
F  -0.911  1.873  -2.605  -0.42
C  -2.310  -4.254  -0.037  -1.49
C  -4.511  -0.211  1.525  -0.82
H  2.083  -1.478  -2.771  0.65
H  -4.101  -1.026  2.118  0.37
H  1.812  3.149  -0.627  0.29
H  0.717  0.331  -3.858  0.51
C  2.406  2.712  0.179  -0.47
C  1.422  -0.848  -2.197  -0.50
O  1.573  -2.794  1.086  -0.69
H  5.698  -1.391  0.177  0.36
O  -2.684  -1.931  0.580  -0.36
H  -1.526  -4.953  -0.312  0.43
H  -6.153  0.125  -0.730  0.37
H  -2.770  -4.583  0.892  0.33
N  -4.379  -0.531  0.123  0.15
H  -4.820  2.499  -1.169  0.41
C  -1.237  1.479  0.243  -0.95
C  -3.331  -1.241  -0.373  0.66
N  -2.495  1.530  -0.230  0.03
C  4.750  -1.276  -0.357  -0.96
C  -5.089  0.385  -0.748  -0.99
H  -2.690  1.075  -1.110  0.38
H  -0.919  -2.878  0.897  0.24
S  2.316  -2.312  -0.042  1.48
O  4.708  2.387  -0.055  -0.59
C  3.552  -0.743  1.717  -0.49
H  3.862  1.318  2.248  0.41
O  2.739  -3.246  -1.043  -0.80
C  -0.308  0.701  -0.643  0.88
H  -5.744  2.179  0.299  0.50
H  3.969  3.704  1.363  0.28
C  4.068  1.137  0.100  1.30
C  -0.187  0.900  -2.013  1.12
C  -4.894  1.848  -0.298  -0.95
H  -3.065  -4.239  -0.820  0.32
H  5.333  0.504  1.701  0.29
H  3.960  0.160  -1.789  0.21
C  4.260  0.600  1.531  -1.08
C  3.787  3.385  0.329  -0.48
C  -3.794  1.116  1.835  -0.90
O  -0.876  1.957  1.300  -0.69
H  -1.280  -2.521  -0.813  0.15
H  -4.365  1.682  2.571  0.54
C  0.463  -0.296  -0.061  -0.67
C  0.663  0.141  -2.798  -1.11
H  -2.804  0.934  2.251  0.41
H  -5.581  -0.127  1.736  0.36
H  2.488  -0.591  1.895  0.10
C  1.316  -1.051  -0.836  0.12
H  0.374  -0.488  0.996  0.51
O  -3.032  -1.250  -1.550  -0.66
C  -3.635  1.965  0.559  -0.43
H  3.970  -1.261  2.589  0.41
N  3.686  -1.599  0.556  0.11
O  2.705  1.378  -0.181  -0.02
H  3.921  4.236  -0.340  0.32
H  1.823  2.739  1.106  0.29
H  -3.460  3.007  0.853  0.67
C  -1.701  -2.871  0.135  0.24
H  5.608  0.508  -1.243  0.48
H  -4.720  0.222  -1.762  0.43

The following is a quantum chemistry calculation of C7H5F3MnNO2S5Sb as an isolated structure, from the Open Molecules 2025 dataset.

Calculated values
Electronic energy ... -4157.01406 Eh
HOMO energy (spin up / spin down) ... -0.0512 / -0.0543 Ha
F_max ... 0.041 hartree/bohr
Net charge ... -2
Orbital gap (spin up / spin down) ... 5.94 / 5.93 eV
E_LUMO (spin up / spin down) ... 0.1671 / 0.1638 hartree
Multiplicity ... 6

Last column: Mulliken charge in e.
Geometry (Å):
S  -3.400  1.466  -2.596  -0.75
F  0.675  -3.229  4.335  -0.26
N  1.681  0.919  -1.091  0.01
S  -5.024  0.627  0.771  -0.75
C  0.721  -1.338  2.826  0.78
C  -0.234  0.940  -3.034  -0.39
H  -0.091  3.096  -2.894  0.37
F  0.539  -1.255  5.222  -0.27
C  1.094  -1.957  4.207  0.71
S  -2.184  -1.723  -0.628  -0.62
H  1.665  2.991  -1.120  0.34
H  -0.981  0.964  -3.813  0.47
Sb  -3.153  0.508  -0.528  0.92
O  -0.364  -1.741  2.346  -0.83
Mn  -0.276  -0.840  0.438  0.39
C  0.154  -0.246  -2.479  -0.45
S  -1.142  1.324  0.597  -0.65
O  1.508  -0.512  2.357  -0.58
S  1.767  -1.722  -0.764  -0.34
C  1.077  -0.278  -1.398  0.12
H  -0.273  -1.185  -2.787  0.39
H  2.291  0.895  -0.287  0.25
C  0.293  2.152  -2.538  -0.33
C  1.230  2.107  -1.563  -0.26
F  2.427  -1.963  4.422  -0.27

The following is a quantum chemistry calculation of a 4-piece molecular cluster, C4H14NOS2 overall, from the Open Molecules 2025 dataset.

Calculated values
Electronic energy ... -1086.59555 Eh
HOMO energy ... -0.4798 Ha
F_max ... 0.046 hartree/bohr
Net charge ... +1
Orbital gap ... 4.27 eV
E_LUMO ... -0.3229 hartree

Last column: Mulliken charge in e.
Geometry (Å):
O  -0.860  2.341  -1.270  -0.57
H  -0.838  -3.003  -0.845  0.53
H  0.707  -0.803  0.699  -0.85
H  -0.431  3.648  1.788  0.32
C  -0.169  -1.557  0.637  -1.21
H  -0.965  -0.869  0.867  0.60
N  -1.288  -1.115  -1.359  -0.45
H  -0.492  3.051  3.439  0.33
H  -0.889  -0.249  -1.713  0.18
H  1.920  -2.325  -0.721  0.39
C  1.122  -1.960  -1.366  -0.85
H  1.025  3.109  2.594  0.33
S  -0.262  1.222  1.820  0.13
H  -0.422  1.819  -0.591  0.24
H  1.471  -0.236  0.773  0.78
H  1.091  -2.564  -2.280  0.42
H  0.060  -2.267  1.461  0.33
C  -0.320  -2.042  -0.772  0.44
S  1.653  -0.303  -1.709  0.08
H  -0.145  2.653  -1.830  0.34
H  -1.942  -1.425  -2.067  0.25
C  -0.026  2.875  2.445  -0.76